# 1
{"formula": "C5H9NO", "method": "the ωB97M-V functional and the def2-TZVPD basis", "gap_ev": 9.2484, "smiles": "Cc1cc[nH]c1.O", "lumo_ev": 0.90, "molar_mass_g_mol": 99.1, "de_lowest_kj_mol": 117.9, "symbols": ["O", "N", "C", "C", "C", "C", "C", "H", "H", "H", "H", "H", "H", "H", "H", "H"], "positions_angstrom": [[0.03, 0.02, 2.72], [1.53, -0.36, -1.38], [-0.41, -0.19, -0.30], [0.58, -1.07, -0.67], [0.08, 1.13, -0.56], [-1.84, -0.52, 0.02], [1.22, 0.99, -1.30], [-0.34, 2.07, -0.27], [1.87, 1.72, -1.73], [0.27, 0.86, 3.11], [0.36, -0.02, 1.81], [-2.11, -0.33, 1.05], [-2.00, -1.59, -0.12], [2.48, -0.68, -1.43], [-2.47, 0.04, -0.66], [0.74, -2.06, -0.31]]}



# 2
{"formula": "C13H31BN2O4", "method": "the ωB97M-V functional and the def2-TZVPD basis", "gap_ev": 9.4580, "smiles": "CCOCCCCCBO.CNC(C)=O.CNC(C)=O", "lumo_ev": 0.51, "molar_mass_g_mol": 290.2, "symbols": ["O", "O", "O", "O", "N", "N", "C", "C", "C", "C", "C", "C", "C", "C", "C", "C", "C", "C", "C", "B", "H", "H", "H", "H", "H", "H", "H", "H", "H", "H", "H", "H", "H", "H", "H", "H", "H", "H", "H", "H", "H", "H", "H", "H", "H", "H", "H", "H", "H", "H", "H"], "positions_angstrom": [[0.75, -0.45, -0.15], [0.14, 1.15, -3.92], [3.99, 0.79, 3.25], [-5.20, -2.10, -3.63], [5.49, 1.50, 4.76], [2.51, -1.55, 0.67], [2.34, 0.90, 1.03], [1.80, -0.40, 0.47], [-5.52, -1.10, -4.58], [3.13, 1.31, 5.43], [5.96, 1.98, 6.05], [-2.49, 0.30, -1.19], [-5.73, 0.30, -3.95], [-2.00, 0.99, -2.50], [4.22, 1.18, 4.39], [-3.70, -1.95, -1.74], [-3.81, -2.04, -3.28], [-2.42, -1.25, -1.21], [3.78, -1.73, 1.36], [-0.41, 1.14, -2.61], [-0.44, 0.62, -4.46], [1.64, 1.69, 0.77], [-3.32, -1.21, -3.81], [-4.75, -1.02, -5.38], [3.34, 0.66, 6.28], [-4.57, -1.46, -1.28], [-1.49, -1.61, -1.70], [6.42, 2.95, 5.92], [-6.46, -1.36, -5.09], [-1.83, 0.62, -0.36], [3.31, 1.13, 0.59], [-2.37, 0.52, -3.43], [-3.50, 0.67, -0.94], [4.16, -0.80, 1.75], [-4.93, 0.58, -3.24], [2.42, 0.86, 2.12], [2.07, -2.36, 0.26], [3.05, 2.35, 5.76], [-3.67, -3.00, -1.37], [-5.82, 1.07, -4.73], [2.19, 1.02, 4.98], [-6.69, 0.32, -3.41], [5.15, 2.06, 6.76], [6.70, 1.28, 6.43], [3.63, -2.44, 2.18], [6.16, 1.39, 4.02], [-3.37, -3.00, -3.60], [-2.41, 2.02, -2.49], [0.32, 1.21, -1.69], [4.50, -2.16, 0.65], [-2.31, -1.57, -0.15]]}



# 3
{"formula": "C17H40IrNP3Se", "method": "the ωB97M-V functional and the def2-TZVPD basis", "gap_ev": [8.7728, 4.1443], "total_charge": 4, "s_squared": 8.7780, "lumo_ev": [-11.68, -16.38], "multiplicity": 6, "molar_mass_g_mol": 622.6, "de_lowest_kj_mol": 8.2, "symbols": ["Ir", "Se", "P", "P", "P", "N", "C", "C", "C", "C", "C", "C", "C", "C", "C", "C", "C", "C", "C", "C", "C", "C", "C", "H", "H", "H", "H", "H", "H", "H", "H", "H", "H", "H", "H", "H", "H", "H", "H", "H", "H", "H", "H", "H", "H", "H", "H", "H", "H", "H", "H", "H", "H", "H", "H", "H", "H", "H", "H", "H", "H", "H", "H"], "positions_angstrom": [[-0.81, 0.30, 0.56], [-1.69, 1.43, -2.68], [-0.65, 2.51, 0.70], [0.94, -0.69, 1.68], [-2.82, -0.37, 1.27], [-0.50, -1.09, -1.10], [2.43, 0.34, 1.39], [3.24, 0.70, -2.35], [-0.60, 2.46, -5.12], [-0.69, 3.08, -6.36], [-0.18, 3.17, 2.33], [2.33, 1.12, -3.24], [0.83, -0.99, 3.47], [-4.08, -0.07, -0.01], [-2.14, 3.45, 0.23], [-3.04, 3.55, -5.97], [1.42, -2.35, 1.06], [-2.88, -2.17, 1.55], [-1.75, 2.36, -4.28], [-1.91, 3.61, -6.81], [-3.49, 0.37, 2.79], [0.60, 3.10, -0.49], [-2.96, 2.95, -4.72], [-3.82, 2.92, -4.05], [0.54, -3.00, 0.96], [0.69, 2.65, 2.73], [-0.12, -1.48, 3.71], [-2.40, 3.23, -0.81], [1.60, 2.70, -0.25], [1.65, -1.65, 3.79], [-3.69, 1.44, 2.63], [-1.99, 4.08, -7.80], [2.10, -2.82, 1.78], [3.92, 1.40, -1.84], [1.94, -2.28, 0.09], [-4.42, -0.15, 3.06], [0.33, 2.76, -1.50], [-4.26, -1.00, -0.57], [-1.91, -2.55, 1.88], [-0.96, -0.69, -1.93], [-1.93, 4.52, 0.34], [0.49, -1.22, -1.33], [0.62, 4.20, -0.48], [-3.99, 3.98, -6.30], [2.26, 2.18, -3.54], [-5.02, 0.24, 0.47], [2.30, 1.34, 1.82], [0.90, -0.05, 4.02], [-3.75, 0.71, -0.72], [-3.63, -2.39, 2.32], [-1.02, 3.05, 3.03], [0.34, 2.04, -4.77], [0.19, 3.15, -7.01], [1.66, 0.42, -3.75], [2.63, 0.43, 0.31], [3.37, -0.36, -2.12], [3.29, -0.14, 1.87], [-3.17, -2.68, 0.62], [-0.92, -2.01, -0.91], [0.05, 4.24, 2.24], [-2.98, 3.17, 0.88], [-2.77, 0.26, 3.61], [-0.81, 0.45, 2.16]]}



# 4
{"formula": "C52H48AlN4O4P2S4Se", "method": "the ωB97M-V functional and the def2-TZVPD basis", "gap_ev": 7.4147, "total_charge": 1, "lumo_ev": -1.92, "molar_mass_g_mol": 1089.1, "de_lowest_kj_mol": 0.0, "symbols": ["Se", "S", "S", "S", "S", "P", "P", "Al", "O", "O", "O", "O", "N", "N", "N", "N", "C", "C", "C", "C", "C", "C", "C", "C", "C", "C", "C", "C", "C", "C", "C", "C", "C", "C", "C", "C", "C", "C", "C", "C", "C", "C", "C", "C", "C", "C", "C", "C", "C", "C", "C", "C", "C", "C", "C", "C", "C", "C", "C", "C", "C", "C", "C", "C", "C", "C", "C", "C", "H", "H", "H", "H", "H", "H", "H", "H", "H", "H", "H", "H", "H", "H", "H", "H", "H", "H", "H", "H", "H", "H", "H", "H", "H", "H", "H", "H", "H", "H", "H", "H", "H", "H", "H", "H", "H", "H", "H", "H", "H", "H", "H", "H", "H", "H", "H", "H"], "positions_angstrom": [[-1.15, 1.62, 0.43], [-0.61, -2.85, 0.62], [-1.07, -0.12, -4.52], [-3.23, 0.61, -6.44], [-0.34, -1.22, -1.83], [1.17, 1.37, 3.42], [2.72, -0.98, -1.08], [0.74, 0.04, 0.59], [4.02, 2.30, 0.41], [2.09, 1.23, 0.54], [0.56, 0.36, 2.44], [0.31, -1.69, 1.05], [-0.85, 2.66, -2.26], [-2.83, 1.90, -1.86], [-3.41, -0.93, -4.20], [-2.76, -1.32, -3.03], [1.35, 5.07, 1.76], [4.75, -0.50, 3.51], [3.43, -2.64, -1.16], [-0.73, -0.49, 6.47], [2.85, -0.33, -2.77], [-2.71, -0.19, -5.09], [3.35, 0.94, -3.02], [2.48, -0.62, -5.14], [3.55, -4.88, -0.25], [-5.26, -1.77, -5.55], [0.44, 1.04, 5.02], [-4.90, -1.54, 1.13], [2.99, -3.61, -0.26], [-5.59, -1.32, -3.21], [0.59, 1.93, 6.08], [-1.63, 2.96, -3.35], [2.42, -1.11, -3.85], [3.41, -0.21, 3.32], [3.80, 2.06, 4.03], [-2.87, 2.49, -3.10], [1.70, 3.78, 2.16], [-4.56, -2.45, 0.14], [5.01, -4.24, -2.05], [-0.69, 4.92, 3.03], [-0.22, -0.18, 5.22], [-0.52, -3.83, 2.11], [-2.28, -2.27, 0.80], [-1.52, -0.95, -3.05], [0.54, 3.05, -2.09], [-6.91, -1.72, -3.32], [4.56, -5.19, -1.14], [2.93, 1.08, 3.57], [-0.35, 3.64, 3.43], [-4.77, -1.33, -4.33], [-3.92, -0.98, 1.95], [3.38, 1.29, 0.28], [2.97, 0.66, -5.38], [-3.95, 1.26, -1.18], [0.08, 1.61, 7.33], [-0.58, 0.41, 7.52], [-3.23, -2.80, -0.05], [5.62, 0.50, 3.95], [-1.60, 2.01, -1.35], [-7.41, -2.14, -4.54], [-2.59, -1.35, 1.79], [-6.58, -2.16, -5.65], [0.85, 3.07, 3.00], [4.45, -2.97, -2.06], [4.00, -0.02, -0.19], [5.14, 1.77, 4.21], [3.40, 1.44, -4.32], [0.16, 5.63, 2.20], [-5.94, -1.26, 1.27], [-4.19, 1.80, -0.27], [-5.32, -2.87, -0.50], [3.72, 1.57, -2.21], [2.20, -3.35, 0.44], [-0.98, 0.16, 8.50], [-8.45, -2.45, -4.62], [-1.21, -4.67, 2.00], [1.03, 2.33, -1.44], [-1.23, 3.44, -4.23], [2.01, 5.62, 1.11], [1.02, 3.04, -3.07], [4.28, -0.59, 0.70], [2.61, 3.34, 1.78], [3.44, 3.06, 4.23], [0.60, 4.04, -1.64], [-1.24, -1.43, 6.63], [3.19, -5.62, 0.45], [0.19, 2.31, 8.15], [6.67, 0.27, 4.09], [3.80, 2.43, -4.50], [-6.96, -2.50, -6.60], [2.02, -2.10, -3.67], [5.82, 2.55, 4.55], [1.10, 2.87, 5.93], [-0.11, 6.63, 1.88], [0.50, -4.20, 2.19], [-1.82, -0.92, 2.41], [-2.94, -3.46, -0.86], [-1.62, 5.36, 3.36], [-3.68, 0.23, -0.94], [5.12, -1.49, 3.32], [2.15, -1.24, -5.96], [-5.18, -1.01, -2.26], [4.99, -6.18, -1.14], [-0.78, -3.23, 2.98], [-3.76, 2.47, -3.72], [-7.55, -1.71, -2.44], [5.80, -4.49, -2.74], [4.80, -2.23, -2.77], [-4.80, 1.28, -1.85], [2.73, -0.98, 2.99], [-0.32, -0.87, 4.39], [-4.19, -0.26, 2.71], [-1.02, 3.09, 4.08], [3.02, 1.04, -6.39], [-4.61, -1.79, -6.42], [4.91, 0.18, -0.77]]}



# 5
{"formula": "C9H18F6N6NaO5S2", "method": "the ωB97M-V functional and the def2-TZVPD basis", "gap_ev": 7.7508, "total_charge": -1, "lumo_ev": 2.29, "molar_mass_g_mol": 491.4, "de_lowest_kj_mol": 42.8, "symbols": ["S", "S", "Na", "F", "F", "F", "F", "F", "F", "O", "O", "O", "O", "O", "N", "N", "N", "N", "N", "N", "C", "C", "C", "C", "C", "C", "C", "C", "C", "H", "H", "H", "H", "H", "H", "H", "H", "H", "H", "H", "H", "H", "H", "H", "H", "H", "H"], "positions_angstrom": [[-0.49, 0.74, -2.98], [-2.10, 2.56, -1.86], [-1.77, -0.39, -0.60], [-1.63, 4.55, -0.27], [-1.08, 4.90, -2.34], [0.93, -0.51, -4.70], [0.90, 1.63, -5.01], [0.16, 3.65, -1.08], [-0.82, 0.44, -5.57], [-1.27, -0.47, -2.75], [-3.39, 3.11, -2.12], [-4.19, -3.26, 1.92], [0.68, 0.90, -2.16], [-1.93, 1.60, -0.78], [-0.18, -2.49, -0.71], [1.39, -0.61, 1.11], [-1.39, 2.03, -3.18], [-3.00, -1.58, 0.69], [0.12, 2.03, 1.90], [-0.95, -0.86, 3.05], [-3.60, -2.41, 1.29], [0.16, 0.58, -4.68], [0.09, -1.87, 2.88], [1.18, -2.75, -0.24], [2.11, 0.66, 1.11], [1.40, -1.25, 2.43], [1.54, 1.75, 2.01], [-1.09, 4.00, -1.36], [1.95, -1.47, 0.07], [2.10, 1.03, 0.08], [1.13, -3.37, 0.66], [0.29, -2.36, 3.84], [-0.76, -3.31, -0.68], [-0.16, 2.12, 0.92], [3.17, 0.51, 1.39], [1.75, 1.53, 3.06], [-1.64, -1.20, 3.71], [2.11, 2.66, 1.79], [1.65, -0.50, 3.18], [-0.17, -2.13, -1.66], [-0.42, 1.26, 2.29], [2.98, -1.76, 0.35], [-1.47, -0.78, 2.18], [2.20, -2.01, 2.47], [1.78, -3.31, -0.96], [-0.23, -2.66, 2.18], [2.01, -0.89, -0.85]]}



# 6
{"formula": "C3H7IN3", "method": "the ωB97M-V functional and the def2-TZVPD basis", "gap_ev": 9.4887, "total_charge": 1, "lumo_ev": -3.69, "molar_mass_g_mol": 212.0, "de_lowest_kj_mol": 426.9, "symbols": ["I", "N", "N", "N", "C", "C", "C", "H", "H", "H", "H", "H", "H", "H"], "positions_angstrom": [[-1.87, 1.09, 0.01], [2.18, -0.21, -0.08], [-3.08, -1.88, -0.03], [1.06, 0.58, 0.04], [-3.03, -3.02, -0.03], [-0.06, -0.05, 0.12], [1.33, 2.00, -0.10], [-2.98, -4.07, -0.02], [-2.64, -0.39, -0.02], [2.40, 2.18, 0.04], [0.77, 2.57, 0.64], [1.06, 2.33, -1.10], [1.95, -1.19, -0.03], [2.93, 0.05, 0.55]]}



# 7
{"formula": "C6H11NO2P", "method": "the ωB97M-V functional and the def2-TZVPD basis", "gap_ev": 7.1627, "total_charge": -1, "smiles": "CC[C@H]([C@@H](C)O)P([O-])C#N", "lumo_ev": 3.75, "molar_mass_g_mol": 160.1, "de_lowest_kj_mol": 244.5, "symbols": ["P", "O", "O", "N", "C", "C", "C", "C", "C", "C", "H", "H", "H", "H", "H", "H", "H", "H", "H", "H", "H"], "positions_angstrom": [[-1.88, 0.06, 0.25], [0.81, -1.83, 0.53], [-2.70, 1.17, -0.29], [-2.02, 0.16, 3.11], [0.00, 0.62, -1.53], [0.04, 0.48, -0.06], [1.07, -0.38, 0.62], [-0.25, -0.58, -2.47], [1.31, 0.08, 2.08], [-1.84, 0.27, 1.96], [0.56, -1.37, -2.26], [1.97, -0.78, 2.37], [-0.85, 1.37, -1.89], [1.81, 1.06, 2.00], [0.02, -0.05, -3.55], [0.86, 1.17, -1.99], [-0.20, -1.98, 0.43], [-1.27, -0.97, -2.49], [0.45, 0.13, 2.65], [0.06, 1.57, 0.31], [2.07, -0.19, 0.20]]}



# 8
{"formula": "C23H28N4O3", "method": "the ωB97M-V functional and the def2-TZVPD basis", "gap_ev": 8.0580, "smiles": "CC(=O)c1cc(-c2ccccc2)c2ncccn12.CNC(=O)[C@@H](NC(C)=O)C(C)C", "lumo_ev": 0.14, "molar_mass_g_mol": 408.5, "de_lowest_kj_mol": 204.1, "symbols": ["O", "O", "O", "N", "N", "N", "N", "C", "C", "C", "C", "C", "C", "C", "C", "C", "C", "C", "C", "C", "C", "C", "C", "C", "C", "C", "C", "C", "C", "C", "H", "H", "H", "H", "H", "H", "H", "H", "H", "H", "H", "H", "H", "H", "H", "H", "H", "H", "H", "H", "H", "H", "H", "H", "H", "H", "H", "H"], "positions_angstrom": [[0.26, -1.17, -5.26], [3.11, -2.56, 1.65], [1.43, 2.26, -4.22], [-0.83, -0.45, -3.42], [-0.62, 1.89, -5.01], [1.10, 1.63, 4.40], [1.79, -0.35, 3.14], [1.10, -3.72, 1.22], [1.89, -2.55, 1.79], [1.21, -1.45, 2.49], [0.09, 0.63, -3.01], [-1.76, 0.40, 3.77], [-0.66, -1.27, -4.47], [-3.23, 1.56, 5.32], [1.98, 1.10, -1.35], [-1.97, 1.07, 4.98], [-0.15, -1.31, 2.64], [-0.42, -0.11, 3.41], [0.36, 1.67, -4.13], [3.13, -0.01, 3.26], [-1.70, -2.35, -4.64], [-4.31, 1.39, 4.44], [-2.85, 0.22, 2.90], [-0.51, 2.80, -6.15], [1.39, 0.09, -2.34], [2.37, 1.96, 4.52], [-4.11, 0.72, 3.23], [3.44, 1.14, 3.95], [1.17, -1.20, -1.53], [0.80, 0.46, 3.71], [0.60, -4.27, 2.02], [-1.43, 2.78, -6.74], [-5.29, 1.77, 4.70], [-1.41, -2.98, -5.49], [0.39, -1.05, -0.78], [-2.71, -0.29, 1.96], [-1.46, 1.34, -4.92], [1.77, -4.41, 0.69], [2.62, 2.87, 5.05], [4.47, 1.45, 4.07], [3.91, -0.63, 2.82], [1.29, 1.28, -0.53], [2.92, 0.72, -0.95], [-0.33, 3.82, -5.79], [-1.14, 1.22, 5.67], [-0.91, -2.00, 2.26], [-1.62, -0.64, -2.83], [0.33, 2.50, -6.78], [-3.38, 2.08, 6.26], [2.10, -1.49, -1.04], [0.35, -3.36, 0.51], [-0.43, 1.19, -2.24], [-1.73, -2.96, -3.74], [-2.67, -1.90, -4.83], [-4.94, 0.58, 2.55], [2.13, -0.13, -3.12], [0.89, -2.02, -2.20], [2.19, 2.05, -1.85]]}